A molecular structure, C21H36BeCl2CsF7KN3O12P2S. Source: the OMol25 dataset; level of theory: ωB97M-V with the def2-TZVPD basis set.

Structure (ORCA input):
```
! RIJCOSX wB97M-V def2-TZVPD def2/J DEFGRID3
* xyz 0 1
C -3.91 -2.41 -1.64
C -3.09 -2.47 -2.90
O -3.45 -1.86 -3.86
O -1.97 -3.21 -2.95
C -1.32 -3.42 -1.70
C -0.65 -2.16 -1.19
C -0.21 -2.34 0.26
C 0.48 -1.13 0.89
C 0.08 0.21 0.26
C 0.50 1.39 1.06
N 1.41 2.18 0.57
C 1.73 3.27 1.33
C 2.69 4.18 0.85
C 3.04 5.29 1.57
C 2.44 5.52 2.83
C 1.52 4.63 3.32
C 1.14 3.49 2.58
N 0.21 2.66 3.11
C -0.09 1.66 2.34
P -1.36 0.59 3.09
O -0.77 -0.49 3.92
O -2.17 1.56 4.05
O -2.41 0.06 2.03
H -4.75 -1.76 -1.80
H -4.22 -3.41 -1.33
H -3.31 -2.01 -0.83
H -1.96 -3.88 -0.95
H -0.54 -4.15 -1.88
H 0.20 -1.94 -1.84
H -1.36 -1.35 -1.27
H -1.10 -2.62 0.84
H 0.44 -3.21 0.28
H 1.55 -1.26 0.75
H 0.30 -1.18 1.96
H -0.98 0.26 0.04
H 0.57 0.27 -0.70
H 3.13 4.02 -0.12
H 3.76 6.00 1.19
H 2.71 6.40 3.40
H 1.05 4.82 4.27
H -2.51 2.27 3.47
H -2.80 0.82 1.57
Be 0.43 7.20 2.75
O -2.58 3.14 1.09
H -2.25 4.04 1.14
H -3.31 3.18 0.46
C 4.03 0.50 -0.85
O 3.98 -0.73 -0.13
H 3.41 1.20 -0.30
H 5.06 0.88 -0.90
H 3.64 0.37 -1.86
H 4.52 -1.36 -0.60
F -4.73 1.22 -6.13
P -4.87 1.88 -4.61
F -5.83 0.52 -4.54
F -3.32 2.37 -4.82
F -4.18 1.26 -3.26
F -5.98 2.56 -3.59
F -5.30 3.26 -5.41
O 1.16 -5.16 -0.72
S 2.43 -4.76 -1.34
O 3.54 -5.48 -0.70
O 2.61 -3.31 -1.16
O 2.41 -5.09 -2.79
Cs 3.19 -6.56 -4.26
C -0.91 3.53 7.63
O -0.43 3.81 6.54
N -1.35 2.31 7.99
C -1.91 2.06 9.30
C -1.27 1.21 7.03
H -1.02 4.28 8.43
H -1.32 1.30 9.82
H -2.94 1.71 9.21
H -1.90 2.97 9.90
H -0.23 1.06 6.74
H -1.84 1.47 6.14
H -1.67 0.30 7.47
K -7.18 1.45 -5.84
F -0.54 -1.52 5.45
Cl 4.12 -4.42 -8.52
C 5.03 -4.58 -10.04
C 5.55 -5.98 -10.24
Cl 6.84 -6.39 -9.08
H 5.83 -3.85 -10.04
H 4.34 -4.33 -10.85
H 5.98 -6.07 -11.24
H 4.76 -6.72 -10.14
*
```

Results
HOMO ... -7.3 eV
Orbital gap ... 1.83 eV

***

H5NOSi2 in the gas phase. Source: the OMol25 dataset; level of theory: ωB97M-V with the def2-TZVPD basis set.

Structure (ORCA input):
```
! RIJCOSX wB97M-V def2-TZVPD def2/J DEFGRID3
* xyz 0 1
N -0.08 0.71 -0.21
O 1.67 -0.86 1.73
Si -1.66 0.58 0.04
Si 1.40 -0.70 0.25
H 0.69 1.35 -0.52
H -2.61 1.60 0.25
H -2.21 -0.86 -0.23
H 2.22 0.00 -0.81
H 0.59 -1.81 -0.50
*
```

Results
HOMO ... -9.0 eV
ΔE to the lowest compared entry with this formula, charge and spin ... 3.8593 eV
Orbital gap ... 7.51 eV

***

C24H31N3O2 in the gas phase. Source: the OMol25 dataset; level of theory: ωB97M-V with the def2-TZVPD basis set.

Structure (ORCA input):
```
! RIJCOSX wB97M-V def2-TZVPD def2/J DEFGRID3
* xyz 0 1
C 3.39 4.08 -0.70
O 2.71 3.04 -0.05
C 1.33 3.01 -0.15
C 0.56 3.92 -0.85
C -0.82 3.78 -0.89
C -1.45 2.74 -0.23
C -2.94 2.58 -0.29
C -0.68 1.83 0.48
C 0.70 1.95 0.53
N 1.54 1.07 1.23
C 1.26 -0.14 1.77
O 0.15 -0.62 1.88
C 2.50 -0.86 2.27
C 3.66 -1.00 1.25
N 3.46 -1.74 0.04
C 2.87 -1.10 -1.12
C 1.36 -1.34 -1.29
N 1.09 -2.77 -1.25
C -0.29 -3.08 -1.58
C -1.31 -2.45 -0.68
C -2.33 -1.71 -1.12
C -3.35 -1.09 -0.28
C -4.56 -0.70 -0.86
C -5.56 -0.13 -0.10
C -5.38 0.08 1.25
C -4.18 -0.30 1.84
C -3.18 -0.87 1.09
C 1.54 -3.32 0.02
C 3.05 -3.12 0.13
H 3.23 4.05 -1.78
H 3.10 5.06 -0.31
H 4.45 3.91 -0.49
H 1.02 4.74 -1.38
H -1.40 4.50 -1.44
H -3.33 2.31 0.69
H -3.20 1.78 -0.98
H -3.42 3.49 -0.62
H -1.16 1.01 1.00
H 2.50 1.36 1.19
H 2.20 -1.84 2.63
H 2.89 -0.30 3.13
H 4.48 -1.51 1.79
H 4.03 -0.02 0.97
H 3.07 -0.02 -1.08
H 3.37 -1.51 -2.00
H 1.06 -0.96 -2.27
H 0.78 -0.80 -0.53
H -0.39 -4.17 -1.53
H -0.46 -2.77 -2.61
H -1.18 -2.62 0.38
H -2.46 -1.57 -2.18
H -4.71 -0.85 -1.92
H -6.49 0.17 -0.57
H -6.16 0.53 1.85
H -4.02 -0.13 2.90
H -2.24 -1.14 1.56
H 1.31 -4.39 0.03
H 1.04 -2.84 0.88
H 3.43 -3.54 1.06
H 3.52 -3.66 -0.71
*
```

Results
HOMO ... -7.9 eV
SMILES ... COc1ccc(C)cc1NC(=O)CCN1CCN(C/C=C/c2ccccc2)CC1
ΔE to the lowest compared entry with this formula, charge and spin ... 2.2721 eV
Orbital gap ... 8.57 eV

***

A molecular structure, C24H19InN3PSSe2. Source: the OMol25 dataset; level of theory: ωB97M-V with the def2-TZVPD basis set.

Structure (ORCA input):
```
! RIJCOSX wB97M-V def2-TZVPD def2/J DEFGRID3
* xyz 2 1
In -0.10 0.02 -0.18
Se -2.65 0.02 -0.77
P -1.82 -0.95 -2.64
Se 0.41 -1.18 -2.44
C -2.62 -2.59 -2.74
C -1.85 -3.75 -2.81
C -2.49 -4.98 -2.81
C -3.87 -5.05 -2.75
C -4.63 -3.89 -2.69
C -4.01 -2.66 -2.67
C -2.21 0.17 -4.01
C -1.21 0.65 -4.85
C -1.53 1.55 -5.85
C -2.84 1.96 -6.02
C -3.84 1.48 -5.19
C -3.53 0.59 -4.18
H -0.77 -3.70 -2.88
H -1.90 -5.89 -2.84
H -4.37 -6.01 -2.75
H -5.71 -3.94 -2.66
H -4.60 -1.76 -2.59
H -0.18 0.31 -4.74
H -0.75 1.94 -6.49
H -3.09 2.67 -6.79
H -4.87 1.79 -5.33
H -4.31 0.24 -3.51
N 3.33 0.96 2.49
C 4.58 0.54 1.97
C 5.73 0.75 2.72
C 6.96 0.30 2.25
C 7.04 -0.37 1.05
C 5.89 -0.58 0.29
C 4.67 -0.12 0.75
S 3.22 -0.40 -0.25
N 1.98 0.05 0.81
C 2.13 0.64 1.96
C 0.89 0.97 2.70
C 0.86 1.24 4.06
C -0.36 1.52 4.67
C -1.51 1.55 3.90
C -1.40 1.25 2.55
N -0.24 0.96 1.98
H 3.37 1.44 3.38
H 5.66 1.26 3.67
H 7.84 0.46 2.85
H 7.99 -0.73 0.69
H 5.94 -1.11 -0.65
H 1.76 1.21 4.67
H -0.40 1.72 5.73
H -2.47 1.78 4.33
H -2.27 1.25 1.89
*
```

Results
HOMO ... -13.3 eV
ΔE to the lowest compared entry with this formula, charge and spin ... 0.0000 eV
Orbital gap ... 6.22 eV

***

A molecular structure, C14H45F6INO20PS2. Source: the OMol25 dataset; level of theory: ωB97M-V with the def2-TZVPD basis set.

Structure (ORCA input):
```
! RIJCOSX wB97M-V def2-TZVPD def2/J DEFGRID3
* xyz 0 1
C -3.14 0.23 1.99
C -2.65 -0.16 0.60
O -3.17 0.74 -0.37
C -1.10 -0.39 0.59
C -0.15 0.35 -0.40
C -0.51 1.85 -0.32
O -0.86 2.32 0.99
N 0.28 2.57 1.82
O 0.30 3.69 2.15
C 1.37 0.14 0.11
C 2.38 1.26 -0.26
C 2.89 1.49 -1.68
F 4.29 1.62 -1.64
C 1.96 -1.33 0.01
I 4.09 -1.37 -0.48
C 1.88 -2.09 1.39
F 2.93 -1.69 2.14
F 0.80 -1.74 2.11
C 1.88 -3.66 1.44
F 0.65 -4.15 1.43
F 2.59 -4.24 0.47
F 2.43 -4.03 2.62
S 1.19 -2.25 -1.39
O 0.07 -2.95 -0.86
O 2.15 -2.94 -2.17
O 0.75 -1.04 -2.29
C -0.34 -0.13 -1.88
C -1.65 -0.86 -2.19
C -1.62 -1.64 -3.49
O -2.00 -2.77 -3.58
P -0.18 1.22 -3.18
S -1.82 2.08 -3.78
H -3.01 1.30 2.14
H -4.20 0.02 2.09
H -2.60 -0.31 2.77
H -3.12 -1.13 0.37
H -3.31 1.59 0.05
H -0.76 -0.16 1.59
H -0.93 -1.45 0.47
H 0.25 2.51 -0.73
H -1.42 2.02 -0.89
H 1.25 0.30 1.18
H 3.26 1.12 0.37
H 1.97 2.20 0.10
H 2.56 2.45 -2.09
H 2.68 0.68 -2.37
H -1.91 -1.57 -1.40
H -2.48 -0.16 -2.29
H -1.25 -1.11 -4.39
H 0.72 2.16 -2.71
H 0.49 0.58 -4.23
O 2.93 -3.61 5.55
H 3.87 -3.47 5.69
H 2.82 -3.66 4.60
O 1.76 3.77 -3.96
H 1.93 4.71 -3.77
H 0.98 3.78 -4.51
O -6.12 1.23 1.38
H -6.61 1.93 1.82
H -6.73 0.89 0.71
O 1.87 3.89 5.13
H 2.64 4.41 4.87
H 1.41 3.71 4.31
O 4.94 -6.55 0.00
H 4.37 -5.86 0.36
H 4.35 -7.07 -0.56
O 6.13 -3.79 5.47
H 7.07 -3.64 5.62
H 6.05 -3.87 4.51
O 2.53 4.82 -1.05
H 3.26 5.29 -0.63
H 2.00 4.51 -0.32
O -8.57 0.36 0.05
H -9.30 0.77 -0.42
H -8.98 0.06 0.87
O 1.76 -7.27 3.15
H 1.82 -6.33 3.33
H 0.97 -7.37 2.60
O -3.99 -0.31 -4.29
H -4.47 0.45 -3.94
H -4.63 -0.80 -4.83
O 7.32 1.74 -0.95
H 6.45 1.78 -1.36
H 7.64 0.85 -1.13
O -11.54 0.90 0.32
H -12.25 1.32 -0.18
H -11.95 0.62 1.14
O 1.62 6.68 -3.48
H 0.72 7.01 -3.38
H 2.08 6.95 -2.68
*
```

Results
HOMO ... -9.2 eV
Orbital gap ... 7.96 eV

***

A molecular structure, C6H16Br2CrMnN3O7. Source: the OMol25 dataset; level of theory: ωB97M-V with the def2-TZVPD basis set.

Structure (ORCA input):
```
! RIJCOSX wB97M-V def2-TZVPD def2/J DEFGRID3
* xyz 3 10
Mn -1.54 -1.79 -2.44
Cr -2.64 1.43 -1.01
C -0.18 -0.05 -0.10
O -1.27 -0.26 -1.02
H 0.69 -0.66 -0.31
H 0.07 1.02 -0.07
H -0.46 -0.21 0.95
Br -4.71 -1.23 2.91
C -2.76 -1.22 2.83
C -2.10 -1.00 4.19
Br -0.17 -1.46 3.95
H -2.56 -0.41 2.13
H -2.44 -2.15 2.37
H -2.45 -1.76 4.88
H -2.16 0.00 4.59
C 4.08 2.03 -0.89
N 3.30 2.93 -0.01
O 2.08 2.77 0.00
O 3.88 3.74 0.64
H 3.54 1.14 -1.19
H 5.07 1.85 -0.48
H 4.15 2.59 -1.83
C 0.17 2.61 -3.61
N -0.88 3.35 -2.84
O -1.37 4.29 -3.35
O -1.28 2.84 -1.74
H 0.43 3.26 -4.44
H -0.26 1.67 -3.94
H 1.04 2.41 -2.98
C -0.07 -4.27 0.97
N 0.43 -3.56 -0.24
O -0.40 -3.34 -1.16
O 1.56 -3.25 -0.32
H -1.00 -3.74 1.18
H 0.70 -4.32 1.73
H -0.47 -5.24 0.67
*
```

Results
HOMO (alpha / beta) ... -17.5 / -17.5 eV
⟨S²⟩ ... 24.7728
Orbital gap (alpha / beta) ... 3.86 / 3.92 eV

***

A gas-phase ion, C6H8NOS2 (charge +1). Source: the OMol25 dataset; level of theory: ωB97M-V with the def2-TZVPD basis set.

Structure (ORCA input):
```
! RIJCOSX wB97M-V def2-TZVPD def2/J DEFGRID3
* xyz 1 1
N -1.64 -0.85 0.89
C -0.58 -0.60 -0.11
S -1.22 -0.50 -1.84
C -0.57 0.90 -0.66
O -1.50 1.68 -0.01
C 0.76 1.42 -0.94
C 1.87 0.66 -0.85
C 1.93 -0.67 -0.17
S 1.58 -0.60 1.60
C 0.64 -1.42 0.31
H -1.52 -0.22 1.73
H -1.84 -1.95 1.02
H -2.55 -0.31 0.52
H -1.42 2.57 -0.44
H 0.72 2.31 -1.59
H 2.70 1.11 -1.23
H 2.76 -1.34 -0.39
H 0.52 -2.51 0.22
*
```

Results
HOMO ... -12.9 eV
SMILES ... [NH3+][C@@]12S[C@]1(O)C=C[C@H]1S[C@H]12
ΔE to the lowest compared entry with this formula, charge and spin ... 0.3645 eV
Orbital gap ... 9.19 eV

***

C4H6N2O in the gas phase. Source: the OMol25 dataset; level of theory: ωB97M-V with the def2-TZVPD basis set.

Structure (ORCA input):
```
! RIJCOSX wB97M-V def2-TZVPD def2/J DEFGRID3
* xyz 0 1
C -1.71 1.21 0.01
C -0.43 0.44 0.00
N 0.58 0.59 0.75
C 1.54 -0.41 0.29
C 0.92 -1.25 -0.82
O 1.92 -1.23 1.37
N -0.25 -0.64 -0.94
H -1.64 2.02 0.74
H -2.55 0.56 0.28
H -1.91 1.64 -0.98
H 2.40 0.14 -0.12
H 2.21 -2.07 0.96
H -0.98 -0.95 -1.57
*
```

Results
HOMO ... -9.1 eV
ΔE to the lowest compared entry with this formula, charge and spin ... 2.6897 eV
Orbital gap ... 9.68 eV

***

C6H11BrOSi in the gas phase. Source: the OMol25 dataset; level of theory: ωB97M-V with the def2-TZVPD basis set.

Structure (ORCA input):
```
! RIJCOSX wB97M-V def2-TZVPD def2/J DEFGRID3
* xyz 0 1
C 2.20 0.87 -0.36
Si 0.44 0.42 0.17
C -0.74 1.92 0.12
O 0.49 -0.34 1.65
C -0.08 -1.62 1.69
C -0.59 -1.99 0.34
C -0.39 -1.09 -0.61
C -1.15 -1.27 -2.03
Br 0.05 -0.78 -3.48
H 2.34 1.95 -0.34
H 2.94 0.43 0.31
H 2.42 0.53 -1.37
H -0.25 2.77 -0.35
H -1.64 1.72 -0.44
H -1.03 2.23 1.12
H -0.91 -1.61 2.41
H 0.67 -2.33 2.06
H -1.10 -2.94 0.23
H -1.99 -0.58 -2.07
H -1.45 -2.30 -2.17
*
```

Results
HOMO ... -9.5 eV
SMILES ... C[Si]1(C)OCC=C1CBr
ΔE to the lowest compared entry with this formula, charge and spin ... 0.0000 eV
Orbital gap ... 10.35 eV

***

A gas-phase ion, C5H5IN3O2 (charge +1). Source: the OMol25 dataset; level of theory: ωB97M-V with the def2-TZVPD basis set.

Structure (ORCA input):
```
! RIJCOSX wB97M-V def2-TZVPD def2/J DEFGRID3
* xyz 1 1
C 2.82 -0.62 -0.02
N 1.68 -0.52 -0.44
C 0.47 -0.34 0.08
N -0.31 0.63 0.08
C -0.10 2.04 -0.16
O -0.06 -1.57 0.38
C -1.21 -2.17 0.23
O -1.38 -3.31 0.05
N -2.38 -1.30 0.17
C -2.57 -0.14 0.17
I -3.53 1.60 0.07
H 3.64 -0.79 -0.82
H 3.25 -0.60 1.03
H -1.13 2.14 -0.74
H 0.00 2.76 0.70
H 0.79 2.18 -0.80
*
```

Results
HOMO ... -13.7 eV
SMILES ... C=N/C(=N\C)OC(=O)[N+]#CI
ΔE to the lowest compared entry with this formula, charge and spin ... 2.6761 eV
Orbital gap ... 8.68 eV

***

5 unconnected molecules or ions with the total composition C19H39BNO9S. Source: the OMol25 dataset; level of theory: ωB97M-V with the def2-TZVPD basis set.

Structure (ORCA input):
```
! RIJCOSX wB97M-V def2-TZVPD def2/J DEFGRID3
* xyz -1 1
C -2.77 0.04 1.61
C -1.33 -0.32 0.91
C -0.05 0.54 1.47
C -0.13 0.96 3.05
B 1.35 1.35 3.72
C 2.11 2.60 2.90
O 2.73 2.16 1.63
O 2.73 3.19 0.80
N 2.32 0.19 3.77
C 1.76 -0.94 4.31
O 1.06 -2.05 4.68
S 0.96 2.06 5.45
C 1.23 3.94 5.54
O -0.57 1.84 5.72
O 1.71 1.33 6.60
H -3.55 0.19 0.72
H -3.13 -0.91 2.19
H -2.79 1.04 2.22
H -1.43 -0.05 -0.25
H -1.14 -1.49 0.94
H 0.18 1.46 0.74
H 0.90 -0.17 1.36
H -0.72 0.16 3.65
H -0.77 1.97 3.11
H 1.40 3.55 2.78
H 3.00 2.98 3.59
H 1.80 3.18 0.38
H 0.92 4.24 6.66
H 0.46 4.51 4.84
H 2.35 4.23 5.33
C -1.73 -4.00 -0.64
C -1.97 -2.94 -1.68
O -1.77 -1.75 -1.44
C -2.47 -3.40 -3.03
H -1.37 -3.53 0.28
H -2.66 -4.53 -0.42
H -0.96 -4.70 -0.99
H -3.43 -3.90 -2.92
H -1.74 -4.07 -3.48
H -2.60 -2.53 -3.68
C 1.13 -1.28 -3.31
C 0.45 -1.03 -4.64
O -0.76 -0.85 -4.71
C 1.32 -1.01 -5.87
H 0.38 -1.27 -2.51
H 1.61 -2.26 -3.32
H 1.86 -0.49 -3.12
H 1.81 -1.97 -5.99
H 2.06 -0.21 -5.78
H 0.69 -0.82 -6.75
C -4.87 -1.63 5.68
C -3.38 -1.43 5.61
O -2.76 -1.61 4.56
C -2.67 -1.01 6.87
H -5.25 -1.93 4.70
H -5.10 -2.42 6.40
H -5.36 -0.69 5.97
H -2.81 -1.77 7.64
H -3.06 -0.05 7.20
H -1.60 -0.90 6.66
C 2.46 2.22 -9.12
C 3.47 1.34 -8.43
O 3.12 0.39 -7.73
C 4.92 1.68 -8.62
H 1.45 1.85 -8.90
H 2.55 3.25 -8.77
H 2.61 2.18 -10.20
H 5.12 2.69 -8.24
H 5.19 1.62 -9.68
H 5.54 0.97 -8.06
*
```

Results
HOMO ... -5.6 eV
Orbital gap ... 7.45 eV

***

C5H11N in the gas phase. Source: the OMol25 dataset; level of theory: ωB97M-V with the def2-TZVPD basis set.

Structure (ORCA input):
```
! RIJCOSX wB97M-V def2-TZVPD def2/J DEFGRID3
* xyz 0 1
C -0.54 -2.35 -0.62
N -0.58 -1.09 -0.58
C 0.65 -0.37 -0.84
C 1.11 0.29 0.50
C 0.00 1.12 1.17
C -0.76 2.11 0.29
H -1.41 -2.99 -0.78
H 0.33 -2.81 -1.11
H 0.50 0.44 -1.58
H 1.43 -1.04 -1.21
H 1.47 -0.54 1.14
H 1.99 0.93 0.29
H -0.79 0.39 1.47
H 0.44 1.45 2.10
H -1.70 2.46 0.73
H -1.03 1.59 -0.64
H -0.03 2.89 0.01
*
```

Results
HOMO ... -9.6 eV
SMILES ... C=NCCCC
ΔE to the lowest compared entry with this formula, charge and spin ... 1.3736 eV
Orbital gap ... 10.74 eV

***

Number 1: maximum force 4.3 eV Å⁻¹. Number 2: maximum force 3.3 eV Å⁻¹. Number 3: maximum force 0.6 eV Å⁻¹. Number 4: maximum force 1.1 eV Å⁻¹. Number 5: maximum force 0.9 eV Å⁻¹. Number 6: maximum force 3.2 eV Å⁻¹. Number 7: maximum force 4.5 eV Å⁻¹. Number 8: maximum force 0.5 eV Å⁻¹. Number 9: maximum force 3.1 eV Å⁻¹. Number 10: maximum force 5.8 eV Å⁻¹. Number 11: maximum force 10.2 eV Å⁻¹. Number 12: maximum force 2.9 eV Å⁻¹.